[1]
{"formula": "C29H20BrIrN3O", "method": "wB97M-V/def2-TZVPD", "multiplicity": 2, "orbital_gap_ev": [6.32, 4.72], "homo_ev": [-14.085, -14.056], "charge": 2, "elements": ["Ir", "Br", "C", "C", "C", "C", "O", "C", "C", "N", "C", "C", "C", "C", "C", "C", "C", "C", "N", "C", "C", "H", "H", "H", "H", "H", "H", "H", "H", "H", "H", "N", "C", "C", "C", "C", "C", "C", "C", "C", "C", "C", "C", "C", "C", "H", "H", "H", "H", "H", "H", "H", "H", "H", "H"], "coordinates": [[0.16, 0.81, -0.02], [6.01, 5.46, 0.00], [4.77, 4.04, 0.00], [5.22, 2.72, 0.01], [4.30, 1.70, 0.00], [2.90, 1.94, -0.01], [2.10, 0.94, -0.02], [2.44, 3.32, -0.01], [1.08, 3.68, -0.01], [0.03, 2.83, -0.01], [-1.24, 3.30, -0.01], [-1.66, 4.66, 0.00], [-2.99, 4.98, 0.00], [-3.98, 3.99, 0.00], [-3.62, 2.63, 0.00], [-4.57, 1.58, 0.00], [-4.12, 0.27, -0.02], [-2.77, 0.01, -0.04], [-1.83, 0.99, -0.03], [-2.25, 2.28, -0.01], [3.40, 4.33, -0.01], [6.28, 2.50, 0.01], [4.61, 0.66, 0.01], [0.88, 4.74, 0.00], [-0.94, 5.46, 0.00], [-3.29, 6.01, 0.00], [-5.02, 4.25, 0.01], [-5.62, 1.82, 0.02], [-4.82, -0.55, -0.02], [-2.40, -1.01, -0.08], [3.09, 5.37, -0.01], [0.15, -1.03, 0.01], [0.16, -2.29, 0.02], [0.08, -3.03, 1.29], [0.79, -4.22, 1.48], [0.78, -4.83, 2.72], [0.05, -4.27, 3.77], [-0.68, -3.10, 3.57], [-0.64, -2.47, 2.35], [0.25, -3.03, -1.26], [-0.47, -4.21, -1.46], [-0.48, -4.79, -2.71], [0.26, -4.24, -3.75], [1.01, -3.09, -3.54], [0.99, -2.47, -2.31], [1.36, -4.65, 0.67], [1.35, -5.73, 2.88], [0.06, -4.74, 4.74], [-1.26, -2.68, 4.38], [-1.18, -1.55, 2.18], [-1.05, -4.63, -0.66], [-1.07, -5.68, -2.88], [0.25, -4.71, -4.73], [1.61, -2.68, -4.34], [1.57, -1.57, -2.13]]}


[2]
{"formula": "C29H20BrN5O5V", "method": "wB97M-V/def2-TZVPD", "multiplicity": 3, "e_above_lowest_kj_mol": 116.0, "orbital_gap_ev": [5.81, 5.45], "homo_ev": [-10.092, -10.085], "charge": 1, "elements": ["V", "O", "C", "O", "C", "C", "C", "N", "C", "C", "C", "C", "C", "C", "C", "N", "C", "C", "C", "C", "C", "N", "H", "H", "H", "H", "H", "H", "H", "H", "H", "H", "Br", "C", "C", "C", "C", "C", "C", "C", "O", "O", "H", "H", "H", "H", "N", "C", "O", "C", "C", "C", "N", "C", "C", "H", "H", "H", "H", "H", "H"], "coordinates": [[-0.51, -0.09, -0.22], [-5.87, 3.82, 0.06], [-5.86, 2.79, 0.68], [-6.50, 2.22, 1.55], [-4.56, 1.88, 0.25], [-4.28, 0.71, 0.94], [-3.13, 0.01, 0.61], [-2.28, 0.49, -0.32], [-2.57, 1.59, -1.02], [-3.73, 2.32, -0.77], [-1.54, 1.85, -2.03], [-1.44, 3.00, -2.80], [-0.42, 3.10, -3.72], [0.45, 2.03, -3.86], [0.30, 0.93, -3.04], [-0.66, 0.83, -2.13], [-2.67, -1.26, 1.14], [-3.35, -2.03, 2.08], [-2.83, -3.25, 2.46], [-1.62, -3.65, 1.90], [-0.99, -2.83, 0.99], [-1.49, -1.65, 0.60], [-4.96, 0.39, 1.72], [-3.99, 3.21, -1.32], [-2.13, 3.81, -2.64], [-0.31, 3.98, -4.33], [1.25, 2.05, -4.59], [0.97, 0.08, -3.14], [-4.28, -1.67, 2.49], [-3.34, -3.87, 3.18], [-1.18, -4.60, 2.16], [-0.06, -3.15, 0.53], [5.12, 3.18, 5.04], [3.73, 2.61, 3.88], [3.18, 3.52, 2.98], [2.20, 3.09, 2.11], [1.73, 1.78, 2.17], [2.26, 0.89, 3.10], [3.27, 1.30, 3.95], [0.71, 1.29, 1.22], [0.64, 1.74, 0.06], [-0.07, 0.35, 1.57], [3.53, 4.54, 2.96], [1.76, 3.76, 1.39], [1.89, -0.12, 3.14], [3.71, 0.61, 4.66], [4.98, -3.86, -2.00], [3.69, -4.06, -2.34], [3.31, -5.01, -2.98], [2.71, -3.02, -1.86], [1.40, -3.14, -2.32], [0.44, -2.25, -1.91], [0.70, -1.25, -1.05], [1.97, -1.12, -0.61], [2.98, -1.97, -0.98], [5.66, -4.53, -2.32], [5.31, -3.05, -1.51], [1.18, -3.95, -3.01], [-0.59, -2.31, -2.25], [2.18, -0.28, 0.04], [3.97, -1.79, -0.57]]}


[3]
{"formula": "C29H20Cl2N3O6Rb", "method": "wB97M-V/def2-TZVPD", "multiplicity": 1, "orbital_gap_ev": 6.09, "homo_ev": -2.029, "charge": -2, "elements": ["Rb", "C", "O", "C", "C", "C", "C", "C", "C", "N", "N", "C", "C", "O", "C", "C", "C", "C", "C", "C", "C", "C", "H", "H", "H", "H", "H", "H", "H", "H", "H", "H", "H", "H", "H", "O", "C", "O", "C", "C", "C", "C", "C", "C", "C", "C", "C", "N", "H", "H", "H", "H", "H", "H", "Cl", "C", "Cl", "C", "O", "O", "H"], "coordinates": [[2.31, -0.24, -0.31], [0.84, -2.92, 1.34], [0.24, -1.63, 1.22], [-0.26, -1.06, 2.35], [-0.42, -1.76, 3.54], [-0.95, -1.13, 4.66], [-1.32, 0.20, 4.59], [-1.15, 0.90, 3.40], [-0.63, 0.30, 2.27], [-0.36, 0.97, 1.03], [-0.89, 2.10, 0.99], [-0.69, 2.92, -0.10], [0.10, 2.58, -1.25], [0.69, 1.50, -1.43], [0.22, 3.62, -2.28], [-0.39, 4.82, -2.18], [-1.20, 5.16, -1.04], [-1.84, 6.41, -0.96], [-2.62, 6.74, 0.13], [-2.77, 5.80, 1.16], [-2.15, 4.57, 1.09], [-1.35, 4.20, -0.01], [0.08, -3.68, 1.55], [1.61, -2.91, 2.11], [1.30, -3.13, 0.38], [-0.11, -2.80, 3.60], [-1.05, -1.69, 5.58], [-1.71, 0.71, 5.46], [-1.40, 1.95, 3.33], [0.83, 3.36, -3.14], [-0.27, 5.56, -2.97], [-1.70, 7.11, -1.77], [-3.10, 7.71, 0.18], [-3.38, 6.04, 2.02], [-2.28, 3.86, 1.89], [3.67, -2.00, -4.60], [3.11, -2.04, -3.49], [3.49, -1.62, -2.38], [1.71, -2.70, -3.50], [1.36, -3.50, -4.63], [0.14, -4.11, -4.67], [-0.78, -3.90, -3.61], [-2.07, -4.46, -3.57], [-2.92, -4.19, -2.53], [-2.51, -3.33, -1.49], [-1.26, -2.78, -1.50], [-0.36, -3.06, -2.56], [0.89, -2.50, -2.50], [2.09, -3.60, -5.41], [-0.14, -4.74, -5.50], [-2.38, -5.11, -4.38], [-3.91, -4.63, -2.51], [-3.19, -3.10, -0.68], [-0.93, -2.10, -0.72], [5.08, 1.01, 4.70], [4.60, -0.48, 3.84], [3.77, -1.58, 4.99], [3.76, -0.25, 2.53], [3.62, 0.91, 2.15], [3.42, -1.33, 2.01], [5.52, -0.98, 3.57]]}


[4]
{"formula": "C29H20Cl5N7O4SeTi", "method": "wB97M-V/def2-TZVPD", "multiplicity": 3, "e_above_lowest_kj_mol": 0.0, "orbital_gap_ev": [4.38, 6.54], "homo_ev": [-0.315, -2.482], "charge": -2, "elements": ["Ti", "C", "C", "C", "C", "N", "C", "N", "C", "N", "C", "N", "C", "C", "C", "C", "C", "N", "C", "C", "C", "C", "C", "C", "H", "H", "H", "H", "H", "H", "H", "H", "H", "H", "H", "H", "Cl", "C", "C", "C", "Cl", "C", "Cl", "C", "Cl", "C", "Cl", "C", "C", "C", "C", "N", "N", "C", "H", "H", "H", "H", "H", "H", "H", "H", "O", "Se", "O", "O", "O"], "coordinates": [[0.38, 0.55, -0.29], [-1.72, 3.43, 2.19], [-2.36, 2.69, 3.19], [-2.49, 1.35, 3.05], [-1.96, 0.68, 1.91], [-1.28, 1.40, 0.96], [-1.21, 2.74, 1.12], [-2.18, -0.65, 1.84], [-1.77, -1.42, 0.85], [-0.91, -1.13, -0.19], [-0.80, -2.24, -1.00], [-0.24, -2.34, -2.20], [-0.02, -1.24, -2.97], [0.37, -1.48, -4.32], [0.44, -0.45, -5.21], [0.11, 0.84, -4.78], [-0.18, 1.02, -3.45], [-0.20, 0.04, -2.54], [-1.52, -3.33, -0.39], [-1.71, -4.66, -0.76], [-2.50, -5.46, 0.04], [-3.11, -4.94, 1.20], [-2.95, -3.62, 1.56], [-2.15, -2.81, 0.75], [-1.59, 4.50, 2.24], [-2.75, 3.19, 4.07], [-2.98, 0.73, 3.78], [-0.71, 3.28, 0.33], [0.57, -2.51, -4.60], [0.73, -0.64, -6.24], [0.14, 1.70, -5.45], [-0.41, 2.02, -3.08], [-1.24, -5.05, -1.66], [-2.65, -6.50, -0.22], [-3.72, -5.59, 1.81], [-3.42, -3.20, 2.44], [0.65, -2.25, 2.39], [1.17, -0.63, 2.85], [1.42, 0.34, 1.88], [2.13, 1.44, 2.40], [2.80, 2.62, 1.33], [2.37, 1.64, 3.76], [3.19, 3.07, 4.33], [1.96, 0.70, 4.69], [2.19, 0.95, 6.39], [1.39, -0.48, 4.23], [0.97, -1.72, 5.36], [3.77, -3.89, -0.25], [3.40, -2.55, -0.78], [3.99, -1.72, -1.71], [3.15, -0.59, -1.80], [2.12, -0.73, -0.97], [2.30, -1.91, -0.36], [3.32, 0.62, -2.65], [4.58, -4.31, -0.84], [2.92, -4.58, -0.29], [4.10, -3.83, 0.79], [4.89, -1.90, -2.26], [1.61, -2.23, 0.32], [3.72, 0.34, -3.63], [4.02, 1.32, -2.19], [2.39, 1.16, -2.79], [-0.47, 4.02, -2.25], [1.02, 3.78, -1.65], [2.18, 3.68, -2.78], [0.94, 2.18, -0.98], [1.37, 4.75, -0.41]]}


[5]
{"formula": "C29H20N4Ti", "method": "wB97M-V/def2-TZVPD", "multiplicity": 1, "orbital_gap_ev": [6.07, 6.07], "homo_ev": [-13.278, -13.277], "charge": 2, "elements": ["Ti", "C", "C", "N", "C", "C", "C", "C", "C", "C", "C", "N", "C", "C", "C", "C", "C", "C", "C", "C", "N", "C", "H", "H", "H", "H", "H", "H", "H", "H", "H", "H", "H", "H", "C", "C", "C", "C", "N", "C", "C", "C", "C", "C", "C", "C", "H", "H", "H", "H", "H", "H", "H", "H"], "coordinates": [[0.17, -0.17, -0.41], [3.81, 2.14, -0.83], [2.61, 1.48, -1.13], [2.02, 0.62, -0.27], [2.68, 0.41, 0.94], [3.94, 0.93, 1.29], [4.50, 1.88, 0.36], [4.61, 0.45, 2.45], [4.02, -0.55, 3.22], [2.76, -1.06, 2.89], [2.04, -0.48, 1.81], [0.80, -0.82, 1.33], [-0.18, -1.43, 2.08], [-0.46, -1.47, 3.46], [-1.62, -2.05, 4.02], [-2.64, -2.52, 3.19], [-2.42, -2.45, 1.78], [-3.38, -2.93, 0.90], [-3.05, -3.05, -0.44], [-1.78, -2.63, -0.89], [-0.88, -2.00, -0.14], [-1.21, -2.02, 1.25], [4.17, 2.93, -1.48], [2.14, 1.74, -2.05], [5.37, 2.41, 0.70], [5.60, 0.83, 2.62], [4.50, -0.81, 4.17], [2.27, -1.87, 3.41], [0.26, -1.01, 4.12], [-1.73, -2.20, 5.08], [-3.51, -2.99, 3.59], [-4.38, -3.21, 1.24], [-3.74, -3.50, -1.12], [-1.53, -2.77, -1.93], [0.41, -0.47, -4.76], [-0.55, 0.54, -5.12], [-1.26, 1.20, -4.11], [-1.03, 0.89, -2.78], [-0.13, -0.10, -2.47], [0.58, -0.78, -3.41], [-1.67, 1.58, -1.62], [-2.54, 2.71, -1.79], [-3.06, 3.35, -0.69], [-2.56, 3.03, 0.56], [-1.63, 2.02, 0.78], [-1.19, 1.25, -0.30], [0.97, -1.06, -5.49], [-0.69, 0.93, -6.17], [-1.98, 2.00, -4.37], [1.40, -1.47, -3.05], [-2.89, 2.93, -2.82], [-3.86, 4.08, -0.85], [-2.81, 3.68, 1.40], [-1.25, 1.89, 1.83]]}


[6]
{"formula": "C29H21BrClF3InN4O4SbSe5", "method": "wB97M-V/def2-TZVPD", "multiplicity": 1, "orbital_gap_ev": 5.22, "homo_ev": -1.684, "charge": -2, "elements": ["In", "C", "C", "N", "C", "C", "C", "C", "C", "C", "C", "C", "C", "N", "C", "H", "H", "H", "H", "H", "H", "H", "H", "Se", "Sb", "Se", "Se", "Se", "F", "C", "F", "F", "C", "C", "C", "N", "C", "C", "H", "H", "H", "H", "Se", "C", "C", "C", "C", "C", "C", "H", "H", "H", "H", "H", "O", "Cl", "O", "O", "O", "Br", "C", "C", "C", "C", "N", "C", "H", "H", "H", "H"], "coordinates": [[0.47, 1.40, -2.14], [-3.46, 3.06, -0.17], [-2.53, 2.39, -0.99], [-1.25, 2.34, -0.72], [-0.79, 2.95, 0.40], [-1.65, 3.60, 1.30], [-3.02, 3.66, 0.98], [-1.11, 4.18, 2.49], [0.22, 4.10, 2.76], [1.11, 3.46, 1.85], [2.50, 3.35, 2.08], [3.29, 2.74, 1.16], [2.70, 2.23, -0.01], [1.41, 2.31, -0.24], [0.61, 2.90, 0.67], [-4.50, 3.07, -0.46], [-2.86, 1.90, -1.89], [-3.70, 4.17, 1.65], [-1.78, 4.69, 3.17], [0.63, 4.54, 3.66], [2.92, 3.77, 2.99], [4.36, 2.64, 1.28], [3.30, 1.74, -0.78], [3.81, 4.67, -1.65], [2.86, 3.75, -3.71], [2.78, 1.16, -3.33], [0.25, 3.83, -3.37], [-0.31, 3.73, -5.65], [-4.85, -2.43, 3.71], [-3.87, -3.12, 3.08], [-4.47, -4.13, 2.41], [-3.12, -3.69, 4.04], [-3.05, -2.26, 2.17], [-2.14, -2.84, 1.30], [-1.39, -2.01, 0.49], [-1.51, -0.69, 0.47], [-2.36, -0.14, 1.33], [-3.16, -0.88, 2.20], [-2.02, -3.91, 1.26], [-0.62, -2.43, -0.15], [-2.43, 0.94, 1.34], [-3.84, -0.38, 2.87], [1.92, -0.86, 0.98], [3.21, -2.16, 1.47], [4.06, -1.98, 2.57], [5.01, -2.92, 2.92], [5.15, -4.10, 2.19], [4.32, -4.30, 1.10], [3.37, -3.35, 0.75], [3.96, -1.07, 3.15], [5.65, -2.74, 3.78], [5.89, -4.83, 2.46], [4.41, -5.20, 0.51], [2.72, -3.52, -0.11], [-4.08, 1.75, -4.62], [-3.29, 0.67, -4.12], [-3.10, -0.35, -5.11], [-3.93, 0.10, -2.95], [-1.99, 1.17, -3.69], [-2.89, -3.58, -3.04], [-1.19, -2.79, -2.83], [-0.04, -3.55, -2.89], [1.17, -2.93, -2.66], [1.19, -1.57, -2.39], [0.07, -0.84, -2.36], [-1.11, -1.43, -2.56], [-0.10, -4.61, -3.11], [2.10, -3.48, -2.67], [2.11, -1.06, -2.16], [-2.00, -0.83, -2.46]]}


[7]
{"formula": "C29H21ClI2N4O2Y", "method": "wB97M-V/def2-TZVPD", "multiplicity": 1, "orbital_gap_ev": 6.90, "homo_ev": -10.279, "charge": 1, "elements": ["Y", "I", "C", "C", "C", "I", "C", "O", "C", "C", "N", "C", "C", "C", "C", "C", "C", "N", "C", "H", "H", "H", "H", "H", "H", "H", "H", "H", "H", "H", "Cl", "C", "C", "C", "C", "O", "C", "C", "N", "C", "C", "C", "C", "C", "C", "C", "C", "N", "C", "C", "H", "H", "H", "H", "H", "H", "H", "H", "H", "H"], "coordinates": [[-0.67, 0.05, -0.39], [-5.13, -0.91, 6.11], [-4.00, -0.98, 4.39], [-3.43, -2.18, 3.97], [-2.67, -2.21, 2.81], [-1.82, -4.01, 2.26], [-2.48, -1.06, 2.04], [-1.74, -1.05, 0.92], [-3.04, 0.14, 2.48], [-2.82, 1.43, 1.72], [-1.39, 1.67, 1.39], [-0.49, 1.67, 2.55], [0.93, 1.34, 2.17], [1.99, 1.91, 2.85], [3.28, 1.49, 2.56], [3.48, 0.50, 1.61], [2.37, 0.00, 0.97], [1.12, 0.41, 1.22], [-3.80, 0.17, 3.65], [-3.57, -3.08, 4.54], [-3.22, 2.25, 2.31], [-3.36, 1.42, 0.78], [-1.32, 2.55, 0.90], [-0.83, 0.90, 3.25], [-0.52, 2.62, 3.10], [1.80, 2.67, 3.60], [4.13, 1.93, 3.08], [4.47, 0.13, 1.37], [2.48, -0.77, 0.21], [-4.22, 1.12, 3.99], [2.87, 5.64, -3.88], [1.78, 4.52, -3.14], [0.63, 4.99, -2.49], [-0.25, 4.11, -1.91], [-0.02, 2.73, -1.93], [-0.88, 1.89, -1.37], [1.15, 2.26, -2.57], [1.51, 0.86, -2.70], [1.01, -0.11, -2.02], [1.41, -1.46, -2.28], [2.67, -1.83, -2.64], [2.99, -3.19, -2.88], [2.03, -4.15, -2.75], [0.72, -3.79, -2.34], [-0.33, -4.74, -2.20], [-1.56, -4.33, -1.79], [-1.76, -2.97, -1.50], [-0.83, -2.06, -1.65], [0.41, -2.45, -2.08], [2.02, 3.17, -3.20], [0.44, 6.05, -2.47], [-1.16, 4.47, -1.44], [2.25, 0.63, -3.47], [3.45, -1.08, -2.74], [3.99, -3.46, -3.17], [2.25, -5.19, -2.94], [-0.13, -5.78, -2.41], [-2.38, -5.03, -1.66], [-2.71, -2.63, -1.09], [2.90, 2.81, -3.72]]}


[8]
{"formula": "C29H21N2O6SY", "method": "wB97M-V/def2-TZVPD", "multiplicity": 1, "e_above_lowest_kj_mol": 158.7, "orbital_gap_ev": 4.42, "homo_ev": -0.689, "charge": -2, "elements": ["Y", "O", "C", "C", "O", "C", "C", "O", "C", "O", "O", "C", "C", "C", "C", "C", "C", "C", "C", "S", "C", "N", "C", "C", "C", "C", "C", "C", "C", "C", "H", "H", "H", "H", "H", "H", "H", "H", "H", "H", "H", "H", "H", "H", "H", "H", "O", "C", "N", "C", "C", "C", "C", "C", "C", "H", "H", "H", "H", "H"], "coordinates": [[0.53, 0.97, -1.72], [-0.67, 0.87, -8.13], [-0.48, 0.90, -6.93], [0.87, 0.89, -6.23], [1.95, 0.96, -6.78], [0.57, 0.80, -4.80], [-0.82, 0.86, -4.58], [-1.32, 0.86, -3.40], [-1.55, 0.98, -5.85], [-2.74, 1.14, -6.03], [1.41, 0.73, -3.84], [-3.31, -1.47, 2.06], [-2.56, -1.35, 3.38], [-3.52, -0.78, 4.43], [-2.10, -2.74, 3.81], [-1.34, -0.43, 3.25], [-0.66, -0.06, 4.43], [0.42, 0.80, 4.43], [0.85, 1.30, 3.20], [2.13, 2.40, 2.85], [1.73, 2.30, 1.16], [0.76, 1.50, 0.86], [0.22, 0.91, 2.02], [-0.87, 0.03, 2.03], [2.49, 3.05, 0.13], [3.44, 4.00, 0.51], [4.14, 4.68, -0.47], [3.89, 4.39, -1.81], [2.95, 3.43, -2.15], [2.20, 2.71, -1.20], [-4.18, -2.12, 2.20], [-2.69, -1.91, 1.28], [-3.67, -0.50, 1.70], [-4.41, -1.41, 4.50], [-3.84, 0.23, 4.16], [-3.07, -0.73, 5.42], [-2.96, -3.40, 3.94], [-1.55, -2.71, 4.76], [-1.45, -3.18, 3.05], [-1.01, -0.44, 5.38], [0.90, 1.08, 5.35], [-1.27, -0.26, 1.07], [3.63, 4.22, 1.55], [4.88, 5.43, -0.19], [4.44, 4.92, -2.58], [2.79, 3.21, -3.21], [-0.88, 3.67, -3.06], [-1.14, 2.89, -2.28], [0.12, -0.92, -1.04], [0.33, -2.22, -0.86], [1.64, -2.79, -0.73], [1.86, -4.14, -0.50], [0.80, -5.05, -0.38], [-0.49, -4.54, -0.54], [-0.72, -3.20, -0.77], [2.49, -2.12, -0.81], [2.88, -4.49, -0.40], [0.98, -6.10, -0.21], [-1.34, -5.22, -0.50], [-1.73, -2.84, -0.95]]}


Max |F|, record by record: 4.0; 3.7; 0.5; 0.4; 3.2; 1.2; 2.1; 1.9 eV Å⁻¹
DFT total energy, record by record: -109781.370; -143812.863; -72857.142; -200095.659; -59460.500; -473723.883; -70236.696; -57560.316 eV